[1]
72
Properties=species:S:1:pos:R:3:forces:R:3 method="wB97M-V/def2-TZVPD" largest_force_ev_per_a=0.50 orbital_gap_ev=7.287 e_tot_ha=-5145.10890 lumo_energy_ev=-2.88 charge=+1
Al -0.2691 0.3304 0.0733 0.019 -0.318 -0.005
C 4.6137 -1.7526 5.3748 -0.007 -0.053 0.005
C 4.2164 -0.2896 5.2435 -0.096 -0.029 -0.069
C 3.9548 0.3992 6.5714 -0.061 -0.007 0.023
C 2.7492 -0.2169 7.2673 -0.069 0.012 -0.051
C 1.5556 -0.2500 6.3435 0.091 0.003 0.035
C 0.2748 -0.2938 6.8382 0.009 -0.002 0.093
C -0.8202 -0.3111 5.9743 -0.044 -0.012 0.134
F -2.0466 -0.3562 6.5136 0.022 0.003 -0.006
C -0.6799 -0.2696 4.6220 -0.009 0.005 -0.131
C 0.6162 -0.2204 4.0876 0.000 0.009 -0.047
C 0.7967 -0.1541 2.6502 -0.056 -0.047 -0.141
O -0.2420 -0.1738 1.9090 0.077 0.134 -0.031
C 2.1164 -0.0862 2.1674 0.025 0.038 0.040
C 3.1549 -0.1124 3.0693 0.055 -0.062 0.066
N 3.0034 -0.1771 4.3857 -0.049 0.064 0.132
C 1.7256 -0.2189 4.9419 0.272 -0.030 0.002
C 2.4988 -0.0083 0.7117 0.007 0.005 0.094
O 3.6735 -0.0296 0.4076 -0.076 0.042 -0.033
O 1.5158 0.0954 -0.1251 0.008 0.000 -0.282
H 5.4701 -1.8458 6.0436 -0.015 -0.001 -0.019
H 4.8930 -2.1664 4.4053 -0.016 0.007 0.016
H 3.7953 -2.3532 5.7747 0.025 0.009 0.002
H 4.9983 0.2503 4.7122 0.018 0.029 -0.037
H 3.7813 1.4638 6.3987 0.000 -0.001 -0.006
H 4.8474 0.3096 7.1899 -0.008 0.011 0.014
H 2.4952 0.3492 8.1630 -0.007 -0.001 0.006
H 2.9837 -1.2315 7.5987 -0.014 -0.006 0.000
H 0.1016 -0.3060 7.9080 -0.017 -0.004 -0.040
H -1.5363 -0.2646 3.9632 0.018 0.010 0.016
H 4.1695 -0.0934 2.6887 -0.013 0.015 -0.016
C 1.9015 3.4076 0.5361 0.011 0.051 -0.034
C 0.4426 3.1937 0.3026 0.196 -0.170 -0.007
N -0.2483 4.1126 -0.3444 -0.031 0.070 -0.042
O -0.1070 2.1436 0.7042 -0.295 0.012 0.048
H 2.1935 4.4533 0.4616 0.009 -0.023 -0.008
H 2.4363 2.8272 -0.2221 -0.018 0.005 0.023
H 2.1718 3.0067 1.5105 0.001 0.023 0.006
H 0.2093 4.9196 -0.7327 -0.011 0.015 0.016
H -1.1711 3.8754 -0.6789 0.033 0.006 0.004
O 0.6847 -1.3780 -8.1490 -0.120 0.091 0.093
C 1.4283 -1.3331 -7.0210 -0.027 -0.049 -0.036
O 2.5266 -1.8101 -7.0132 0.013 -0.005 0.030
C 0.8182 -0.6796 -5.8171 -0.023 -0.013 -0.112
C -0.5452 -0.4557 -5.6634 -0.095 -0.019 0.054
C -1.0425 0.1214 -4.5025 0.033 -0.018 0.018
C -0.1759 0.5004 -3.4786 0.214 -0.002 0.010
S -0.8149 1.2679 -2.0170 -0.276 -0.018 0.039
C 1.1950 0.2868 -3.6434 0.096 0.027 0.014
C 1.6815 -0.3096 -4.7935 0.059 0.035 0.134
H -0.1314 -0.8733 -8.0377 0.095 -0.043 -0.039
H -1.2561 -0.7690 -6.4211 0.010 0.018 0.011
H -2.1075 0.2690 -4.3779 0.015 0.002 -0.020
H 1.8758 0.5750 -2.8508 -0.030 -0.022 -0.017
H 2.7400 -0.5005 -4.9163 -0.026 0.015 0.013
C -4.9406 0.4586 0.4229 0.290 -0.020 -0.022
C -3.4778 0.4063 0.4357 -0.499 0.045 0.036
N -2.3373 0.3769 0.4292 0.175 0.056 -0.011
H -5.2619 1.3504 -0.1114 0.021 0.018 -0.012
H -5.3231 0.4876 1.4405 0.035 0.002 0.028
H -5.3300 -0.4209 -0.0856 0.024 -0.022 -0.011
Br 0.3950 -4.0635 -3.5720 0.050 -0.019 -0.112
C -0.1460 -3.5235 -1.8617 -0.002 0.031 -0.050
C -0.4981 -4.4431 -0.8952 -0.038 -0.120 0.087
C -0.8984 -3.9689 0.3445 -0.023 -0.071 0.004
C -0.9240 -2.6091 0.5696 -0.100 0.186 -0.114
N -0.5734 -1.7161 -0.3707 0.173 -0.067 -0.033
C -0.1872 -2.1733 -1.5696 -0.114 0.102 0.275
H -0.4614 -5.5035 -1.1054 -0.004 0.009 0.001
H -1.1872 -4.6508 1.1327 0.005 0.023 -0.025
H -1.2356 -2.2018 1.5208 0.039 0.004 -0.007
H 0.0989 -1.4447 -2.3093 0.047 0.034 -0.002

=====

[2]
87
Properties=species:S:1:pos:R:3:forces:R:3 method="wB97M-V/def2-TZVPD" largest_force_ev_per_a=5.24 orbital_gap_ev=8.882 e_tot_ha=-11036.66740 lumo_energy_ev=-0.74 relative_energy_kcal_mol=83.6
C 6.4933 2.0853 -5.8364 -0.006 -0.672 0.363
C 6.8337 0.8789 -4.9757 0.916 2.990 1.479
O 7.6588 0.9653 -4.0647 -0.164 -0.848 -0.865
N 6.1282 -0.1789 -5.2934 -0.679 -4.260 -0.599
C 6.5281 -1.5673 -4.8140 0.069 2.389 1.785
H 6.6575 3.0212 -5.3022 -0.012 -0.180 -0.139
H 5.4543 1.9460 -6.1348 0.030 0.549 -0.355
H 7.1613 1.9794 -6.6912 -0.181 0.401 -0.205
H 5.2311 -0.0809 -5.7469 0.498 0.014 -0.197
H 7.6002 -1.7306 -4.9239 -0.187 -0.272 -1.211
H 5.8304 -2.3724 -5.0448 0.297 0.369 -0.450
H 6.5701 -1.4197 -3.7349 -0.588 -0.478 0.396
C 1.3270 -2.5108 7.6232 0.725 0.087 0.342
C 0.8129 -2.5827 9.0422 -0.660 2.156 0.388
O 1.7367 -3.3111 9.8847 0.530 -0.805 0.272
C 2.9031 -2.7774 10.3126 -0.671 1.353 -0.598
O 3.2071 -1.6062 10.2557 -0.233 -1.729 0.155
C 3.9186 -3.8523 10.8818 0.672 0.470 -0.601
F 4.3729 -3.4883 12.0754 -0.121 0.393 0.092
F 3.4689 -5.0850 10.9972 -0.579 -0.232 -0.253
F 4.9921 -3.8870 10.0371 -0.775 0.125 0.351
H 0.6597 -2.1871 6.8245 -0.542 -0.494 0.374
H 1.7686 -3.4924 7.4515 0.059 0.149 -0.675
H 2.0821 -1.7249 7.6106 0.471 -0.339 -0.034
H -0.2272 -2.8831 9.1691 0.430 -1.432 0.028
H 0.6768 -1.5752 9.4354 0.695 0.300 0.159
C 6.8720 6.8428 1.7063 -1.538 0.299 -0.645
C 5.4226 7.1914 1.0914 2.152 -1.048 -0.896
O 4.3928 7.0621 2.0472 -1.238 -0.280 1.771
C 3.7488 5.8926 2.2624 1.289 -1.620 -3.229
O 3.8453 4.9230 1.5026 -0.427 2.187 2.410
C 2.7869 5.8926 3.4885 -0.840 -2.251 -0.642
F 2.8134 6.9969 4.1577 -0.191 1.111 0.489
F 1.5309 5.5961 3.0466 0.484 1.063 -0.218
F 3.0193 4.8622 4.3292 0.944 0.417 -0.178
H 7.6606 7.0694 0.9888 -0.180 0.294 -0.092
H 6.9872 5.7775 1.9059 -0.392 -0.018 0.087
H 7.0519 7.3954 2.6284 -0.088 0.064 -0.099
H 5.2258 6.5724 0.2161 -0.012 -0.628 0.309
H 5.3716 8.1720 0.6183 0.026 0.398 0.922
C -6.2706 3.9132 1.9185 0.029 1.111 -1.391
C -6.8278 4.9826 0.8911 0.883 -0.979 0.215
O -7.4154 5.9713 1.6851 -1.837 3.992 0.165
C -7.7286 7.1991 1.0965 3.792 -0.348 -3.596
O -7.4036 7.5631 -0.0683 -1.629 -1.850 4.334
C -8.2348 8.2579 2.0739 -1.341 -0.218 1.983
F -9.3467 8.8155 1.5323 1.352 0.373 0.144
F -8.6456 7.6903 3.2171 -0.264 -0.531 0.014
F -7.3234 9.1615 2.5273 -0.659 -0.416 -1.805
H -5.2714 4.3032 2.1126 0.053 -0.314 0.390
H -6.1521 2.9373 1.4478 -0.207 0.007 0.154
H -6.8159 3.8831 2.8618 -0.220 -0.115 -0.328
H -7.5685 4.7222 0.1350 0.179 -0.694 0.069
H -5.9574 5.4153 0.3978 -0.127 -0.020 -0.349
C -4.4666 -2.9181 -5.0686 0.307 0.769 0.761
C -3.9737 -3.6478 -6.3030 -0.284 -1.035 1.001
O -4.5334 -3.0533 -7.4494 -2.460 0.852 -2.652
C -5.8044 -3.3029 -7.9311 -0.533 -3.089 0.976
O -6.5764 -4.2105 -7.5788 2.593 2.952 -0.770
C -6.3048 -2.3529 -9.1075 0.127 0.623 0.232
F -6.7928 -2.9998 -10.1880 -0.212 -0.201 1.439
F -7.2238 -1.5560 -8.5275 -0.768 -0.745 -0.119
F -5.4495 -1.4910 -9.6122 1.588 0.111 0.012
H -3.8129 -3.0423 -4.2053 0.179 -0.371 -0.088
H -5.4738 -3.1157 -4.7016 -0.060 -0.574 -0.496
H -4.4613 -1.8393 -5.2243 0.169 0.080 -0.354
H -4.1573 -4.7215 -6.2638 -0.593 -0.037 -0.041
H -2.8944 -3.6233 -6.4534 -0.043 0.663 0.104
C 0.0381 -6.3114 1.0146 1.048 1.498 -0.562
C 0.2849 -6.1714 -0.5145 -0.398 1.149 1.498
O -0.5814 -7.1216 -1.0385 -1.194 -2.490 -1.031
C -0.4759 -7.4528 -2.3085 3.294 3.263 -1.152
O 0.1886 -6.7873 -3.1078 -1.571 -1.512 1.117
C -1.0663 -8.7671 -2.6766 0.657 -2.249 1.494
F -0.0898 -9.5681 -3.2530 -1.514 1.067 0.787
F -1.5321 -9.3770 -1.5470 0.641 -0.127 -0.756
F -2.0831 -8.6474 -3.4583 -0.975 0.106 -1.598
H 0.2456 -7.2745 1.4809 -0.259 -0.119 -0.521
H -0.9591 -5.9237 1.2228 -0.090 -0.493 0.070
H 0.7104 -5.6026 1.4982 0.111 0.081 0.153
H 1.3022 -6.2458 -0.8987 0.016 -0.509 0.224
H -0.0913 -5.2135 -0.8734 0.230 0.353 0.272
C 0.1970 0.9954 -1.5522 -0.431 0.300 -0.301
Br -0.1350 0.0956 0.1170 -0.003 0.041 -0.287
Br -1.3086 2.2339 -1.9955 0.720 -0.969 -0.032
Br 0.6713 -0.3245 -2.9860 -0.422 1.214 0.996
H 0.9963 1.7126 -1.3652 0.140 -0.594 -0.370

=====

[3]
89
Properties=species:S:1:pos:R:3:forces:R:3 method="wB97M-V/def2-TZVPD" largest_force_ev_per_a=1.62 orbital_gap_ev=6.157 e_tot_ha=-2463.17588 lumo_energy_ev=-0.67 relative_energy_kcal_mol=8.6
La 0.1925 0.0997 -0.7751 -0.404 -0.318 0.665
C 4.3029 -2.1074 -2.4268 -0.082 0.042 0.072
C 2.9936 -1.7195 -1.8100 0.234 0.404 -0.181
N 2.4340 -0.5713 -2.0079 -0.073 -0.114 0.002
N 3.1054 0.2825 -2.8135 0.452 0.073 -0.257
C 2.5568 1.4504 -3.0725 0.028 -0.178 -0.013
N 3.3353 2.2710 -3.8142 -0.010 0.016 -0.038
S 1.0065 2.0901 -2.6526 -0.079 0.166 -0.080
C 2.2851 -2.6806 -0.9548 -0.189 -0.288 0.204
C 2.7303 -3.9938 -0.8107 0.044 0.108 -0.064
C 2.0107 -4.8743 -0.0219 -0.110 -0.004 0.074
C 0.8707 -4.4281 0.6256 0.150 -0.040 -0.052
C 0.4991 -3.1081 0.4439 -0.161 0.029 0.083
N 1.1712 -2.2594 -0.3290 0.249 -0.233 -0.066
H 4.7778 -1.2229 -2.8368 0.021 -0.040 -0.002
H 4.9563 -2.5648 -1.6837 0.010 -0.048 -0.026
H 4.1414 -2.8227 -3.2383 0.034 -0.031 0.012
H 4.1891 1.9116 -4.2053 -0.004 -0.009 0.057
H 2.9421 3.1253 -4.1596 0.003 0.038 -0.030
H 3.6248 -4.3260 -1.3159 -0.009 0.022 -0.027
H 2.3359 -5.9012 0.0838 0.025 0.011 0.006
H 0.2824 -5.0794 1.2554 -0.017 0.024 0.007
H -0.3810 -2.7091 0.9328 -0.015 0.000 -0.016
C 0.4250 -0.1169 2.6223 -0.207 -0.195 -0.282
C -0.8721 0.4689 2.6761 -0.029 -0.255 -0.050
C -0.8286 1.6378 1.8754 0.213 0.173 -0.503
C 0.4755 1.6979 1.2821 0.646 0.472 1.410
C 1.2784 0.6343 1.8165 0.041 0.768 -0.332
C 2.7944 0.7120 1.9318 0.050 -0.059 0.125
C 3.4724 1.1598 0.6351 -0.097 0.036 0.089
C 3.1185 1.7541 3.0186 0.003 -0.084 -0.009
C 3.3808 -0.6368 2.3556 -0.035 0.034 -0.030
C -1.8132 2.7908 1.6307 -0.123 0.004 -0.045
C -2.4192 3.2993 2.9468 0.053 -0.023 -0.025
C -2.9210 2.4075 0.6365 0.002 0.038 0.143
C -1.0885 4.0027 1.0172 -0.041 -0.065 0.034
C -1.9400 -0.1417 3.5968 -0.108 -0.036 -0.035
C -1.8087 0.4636 5.0045 0.006 -0.021 -0.016
C -1.7138 -1.6606 3.7427 0.021 0.105 -0.054
C -3.3857 0.0099 3.1024 0.089 -0.015 0.015
H 0.7256 -0.9975 3.1718 -0.025 -0.025 0.000
H 0.9323 2.6246 0.9607 -0.079 -0.057 -0.292
H 2.9943 2.0475 0.2115 0.012 -0.031 -0.022
H 3.4554 0.3625 -0.1032 0.013 -0.008 -0.101
H 4.5199 1.4090 0.8223 0.004 -0.010 -0.008
H 2.7648 2.7406 2.7158 0.000 0.017 0.011
H 4.1978 1.8115 3.1905 -0.013 0.000 0.013
H 2.6256 1.4920 3.9565 0.011 0.008 0.005
H 3.1073 -1.4203 1.6426 0.020 -0.014 0.020
H 3.0158 -0.9281 3.3421 0.013 -0.033 -0.014
H 4.4709 -0.5791 2.4038 0.004 -0.010 0.008
H -3.0962 2.5840 3.4027 0.093 0.163 0.048
H -2.9811 4.2183 2.7647 -0.011 0.006 -0.006
H -1.6224 3.5198 3.6598 -0.021 0.029 0.025
H -3.4863 1.5403 0.9667 0.003 -0.031 -0.054
H -2.4828 2.1661 -0.3363 -0.057 -0.020 -0.036
H -3.6109 3.2444 0.4909 0.027 0.012 0.009
H -0.2752 4.3466 1.6586 0.020 0.002 -0.034
H -1.7984 4.8255 0.9094 -0.017 -0.023 -0.024
H -0.6907 3.7800 0.0250 0.062 0.015 0.010
H -0.7899 0.3339 5.3762 -0.008 0.001 0.008
H -2.4941 -0.0378 5.6943 -0.001 0.021 0.010
H -2.0345 1.5285 5.0122 0.003 0.015 -0.006
H -0.8084 -1.8906 4.3056 0.023 -0.008 -0.049
H -1.6546 -2.1350 2.7614 -0.008 -0.042 -0.015
H -2.5543 -2.1051 4.2793 0.014 0.009 0.027
H -3.7239 1.0418 3.0859 -0.036 -0.171 -0.061
H -4.0557 -0.5378 3.7702 0.012 0.002 0.014
H -3.4847 -0.4058 2.1014 -0.057 -0.020 -0.057
C 0.8817 -1.9619 -4.2893 0.027 0.069 -0.054
C -0.4678 -1.3077 -4.2695 0.032 0.052 0.194
C -1.0942 -1.0448 -5.5072 -0.155 0.050 -0.101
C -2.3362 -0.4914 -5.5252 0.108 -0.036 -0.031
C -3.0101 -0.2597 -4.3089 0.146 0.051 0.183
C -4.3302 0.2305 -4.2763 -0.114 0.033 0.055
C -4.9622 0.3896 -3.0739 -0.041 0.040 -0.168
C -4.3130 0.0459 -1.8817 0.209 0.043 0.040
C -3.0146 -0.4296 -1.8639 -0.108 -0.141 -0.057
S -2.3139 -0.9669 -0.3582 -0.415 -0.323 0.267
C -2.3174 -0.5582 -3.1050 -0.347 0.171 -0.279
N -1.0270 -1.0137 -3.1114 0.090 -0.214 -0.262
H 0.9515 -2.6283 -5.1492 0.007 -0.021 0.014
H 1.0389 -2.5368 -3.3808 -0.026 -0.026 -0.005
H 1.6772 -1.2184 -4.3788 -0.015 -0.014 0.000
H -0.5732 -1.2863 -6.4241 0.013 0.009 0.007
H -2.8327 -0.2490 -6.4577 0.008 -0.034 -0.007
H -4.8279 0.4602 -5.2105 0.002 0.014 0.010
H -5.9774 0.7643 -3.0372 0.004 -0.011 0.003
H -4.8345 0.1379 -0.9379 -0.006 -0.021 -0.003